No. 1
Below is a structure of composition C18H19BrN3O3Pt, with properties calculated with the ωB97M-V functional and the def2-TZVPD basis.

Last column: Löwdin spin population.
Atoms and positions in Å:
N  -0.334  0.131  0.660  0.30
C  4.994  0.240  1.844  0.28
H  1.559  0.811  4.873  0.00
H  -0.304  3.130  -4.385  0.00
H  -1.169  -4.995  -2.290  0.00
C  2.703  0.545  2.595  0.09
H  0.678  -1.198  1.775  0.01
C  -0.126  3.971  -2.450  0.02
Pt  -0.015  2.254  0.087  1.41
C  1.243  0.825  2.276  0.04
H  -1.134  -2.626  -1.637  0.00
C  3.207  0.439  3.936  0.19
C  -4.528  -3.208  -1.520  0.06
N  0.388  5.026  -1.855  0.01
N  0.693  -0.249  1.411  0.19
C  -3.293  -2.503  -1.344  0.09
C  3.615  0.459  1.585  0.08
C  -3.312  -5.166  -2.139  0.14
C  -3.392  -1.170  -0.931  0.00
H  0.624  0.836  3.188  0.02
C  5.475  0.098  3.153  0.01
H  -0.043  4.894  -4.391  0.00
C  -0.531  4.066  -3.881  0.00
H  -3.312  -6.203  -2.450  0.01
H  4.902  0.107  5.229  0.00
O  1.102  2.051  1.672  0.26
O  2.488  0.569  5.014  0.19
C  -2.397  -0.312  -0.433  0.20
H  5.681  0.180  1.009  0.01
H  -5.458  -2.688  -1.330  0.00
H  0.646  5.025  -0.879  0.01
H  -4.381  -0.726  -1.005  0.00
H  -1.085  -1.790  0.430  0.00
H  -5.460  -5.069  -1.995  0.00
C  -1.214  -0.733  0.212  -0.06
C  -4.531  -4.527  -1.886  0.01
C  -2.085  -4.482  -2.032  0.02
C  -2.067  -3.174  -1.644  0.04
H  0.527  5.885  -2.367  0.00
H  6.528  -0.074  3.329  0.00
H  3.289  0.560  0.558  0.00
H  -1.611  4.221  -3.918  0.00
Br  -2.844  1.513  -0.413  0.13
C  4.598  0.191  4.193  0.15
O  -0.316  2.866  -1.853  0.07

Summary:
Electronic energy (eV): -102844.543
Expectation value of S²: 6.13
Max |F| (eV/A): 0.1
Multiplicity: 5
Charge: +3
Gap between HOMO and LUMO (spin up / spin down) (eV): 7.389 / 6.403



No. 2
Below is a cluster of 2 separate species, C18H19ClF4N2O7PS in total in a non-equilibrium geometry, with properties calculated with the ωB97M-V functional and the def2-TZVPD basis.

Last column: Mulliken charge in e.
Atoms and positions in Å:
H  -5.193  -0.427  -1.538  0.40
H  0.032  -2.222  2.776  0.29
H  6.308  -0.996  0.221  0.30
N  5.784  0.552  1.790  -0.43
O  0.260  0.410  -3.924  -0.47
H  2.935  -0.820  2.847  0.23
C  -1.891  -1.018  0.294  0.32
H  -4.401  1.179  3.262  0.26
H  -2.091  0.281  -2.634  -0.29
H  -3.991  -1.862  -1.809  0.31
H  2.347  1.334  -2.491  0.33
O  -6.923  2.702  -2.776  -0.67
Cl  -6.529  3.796  -1.910  1.66
C  1.158  -1.317  1.187  -0.17
C  -4.348  0.338  0.985  -0.57
C  2.230  -1.617  -1.427  0.22
C  4.033  -1.052  0.688  0.61
H  1.162  -2.617  -3.217  0.40
P  1.878  -0.228  -4.014  0.91
F  -2.697  1.198  5.176  -0.26
F  -1.772  -1.008  5.140  -0.26
H  -3.468  -0.340  -3.839  0.23
C  -3.258  0.184  -2.795  0.48
O  2.942  0.928  -3.208  -0.51
F  -0.318  0.903  4.465  -0.23
C  -1.700  0.328  4.447  0.75
H  5.861  -1.717  1.907  0.26
C  5.806  0.500  3.303  -0.66
C  0.931  -1.609  -0.410  0.24
C  -4.033  -0.685  -1.638  -0.83
H  4.955  1.140  3.814  0.21
H  5.741  -0.574  3.764  0.22
H  6.846  0.954  3.665  0.26
O  2.219  -0.396  -5.565  -0.66
C  -1.240  -0.805  1.783  -0.04
C  -3.405  -0.450  -0.106  0.41
O  -5.542  4.616  -2.585  -0.66
H  4.712  -1.402  -1.660  0.12
C  2.727  -1.040  1.696  -0.39
F  -3.828  1.580  -2.877  -0.31
C  2.083  -1.912  -3.066  -0.75
H  3.100  -2.371  -3.484  0.34
S  -0.853  -1.945  -0.985  -0.10
O  -7.691  4.603  -1.591  -0.68
C  5.600  -0.820  1.166  -0.50
H  0.139  0.967  -3.077  0.29
C  -2.192  0.023  2.881  0.04
O  -5.960  3.264  -0.687  -0.64
C  3.801  -1.356  -0.917  -0.81
N  0.101  -1.311  2.267  -0.01
H  -5.429  0.706  0.705  0.16
C  -3.713  0.593  2.490  -0.64
H  6.770  0.838  1.511  0.30

Summary:
Electronic energy (eV): -79779.483
Max |F| (eV/A): 6.2
Multiplicity: 1
Charge: -1
Gap between HOMO and LUMO (eV): 6.739



No. 3
Below is an isolated molecule of C18H19ClN2O4S, with properties calculated with the ωB97M-V functional and the def2-TZVPD basis.

Last column: Mulliken charge in e.
Atoms and positions in Å:
C  0.363  1.687  -1.210  0.02
H  1.677  3.881  3.683  0.23
C  -0.223  -1.986  -1.750  0.36
C  -0.890  -4.628  -1.260  0.45
C  -0.519  1.616  3.210  -0.72
C  1.595  2.083  2.621  -0.10
H  -0.811  2.683  0.299  0.02
O  0.640  -0.265  -3.146  -0.68
C  2.951  2.163  2.114  0.43
H  -1.467  1.128  3.316  0.53
S  -2.970  1.019  -0.296  0.05
C  -0.764  2.647  -0.793  -0.57
H  -2.843  2.672  1.457  0.21
H  -1.886  -1.510  -0.468  0.28
C  -1.623  -3.613  -0.664  -0.95
H  -4.177  1.517  1.678  0.39
C  0.178  -0.586  -2.068  0.23
O  2.205  0.966  0.100  -0.34
H  0.599  1.821  -2.275  0.38
C  0.576  1.151  2.477  0.02
H  0.717  -5.138  -2.581  0.42
C  0.163  -4.338  -2.114  -0.72
C  1.606  2.046  -0.403  0.08
C  -3.649  2.137  0.962  -0.95
O  3.774  2.925  2.578  -0.65
H  4.138  1.664  0.406  0.32
H  1.291  -2.765  -3.032  0.46
C  -1.287  -2.294  -0.907  0.14
C  -0.148  2.816  3.781  -0.65
O  1.974  3.174  -0.205  -0.63
Cl  -1.305  -6.275  -0.944  -0.21
C  3.306  1.220  0.963  -0.58
H  -0.348  0.000  -0.167  0.13
H  -2.010  1.760  -2.329  0.40
H  0.635  0.227  1.936  0.70
C  -2.117  2.236  -1.356  -0.91
H  -2.785  3.091  -1.447  0.50
C  0.485  -3.018  -2.361  -0.47
H  -4.341  2.831  0.492  0.33
H  3.604  0.246  1.357  0.35
H  -0.497  3.646  -1.142  0.47
H  -0.713  3.481  4.405  0.44
H  -2.454  -3.855  -0.019  0.42
N  -0.003  0.305  -1.062  0.42
N  1.122  3.078  3.431  -0.04

Summary:
Electronic energy (eV): -53503.385
Max |F| (eV/A): 0.6
Multiplicity: 1
Charge: 0
Gap between HOMO and LUMO (eV): 9.288



No. 4
Below is a structure of composition C18H19CrIN2Te in a non-equilibrium geometry, with properties calculated with the ωB97M-V functional and the def2-TZVPD basis.

Last column: Löwdin spin population.
Atoms and positions in Å:
H  -1.520  0.589  2.878  0.00
C  -1.462  -0.516  2.731  0.01
C  3.224  1.009  -0.624  0.04
N  2.035  1.467  -1.072  0.00
H  -1.526  -0.443  1.621  0.01
H  0.009  -5.281  3.254  0.00
C  -2.337  3.026  -2.393  0.00
H  0.592  3.887  -4.029  0.00
C  -0.113  3.467  -3.314  0.00
C  -2.303  -3.433  0.727  0.00
C  -0.067  -3.992  1.518  0.00
C  1.825  2.340  -2.103  0.04
N  -0.427  2.073  -1.427  0.00
H  -2.243  -1.166  3.174  0.00
H  0.440  -0.395  2.048  0.01
C  -0.628  -4.731  2.563  0.00
H  5.050  2.550  -2.972  0.00
H  -3.421  3.107  -2.392  0.00
H  0.330  -0.260  3.868  0.00
H  2.732  3.416  -3.670  0.00
Te  -0.198  -1.884  -0.812  0.00
C  4.344  1.378  -1.346  0.00
H  5.291  0.948  -1.028  0.00
I  0.686  3.161  1.508  0.08
C  0.424  2.677  -2.313  0.04
C  2.927  2.749  -2.831  0.00
H  1.011  -3.926  1.387  0.00
C  -2.855  -4.159  1.794  0.00
C  4.173  2.250  -2.430  0.04
C  -1.768  2.252  -1.395  0.04
Cr  0.498  1.153  -0.047  3.64
C  -1.501  3.635  -3.338  0.04
H  -2.941  -2.930  -0.003  0.00
H  -3.942  -4.245  1.887  0.00
H  -1.949  4.253  -4.097  0.00
C  -0.037  -0.834  2.991  0.02
H  3.175  0.362  0.268  0.00
C  -2.021  -4.781  2.733  0.00
H  -2.300  1.736  -0.579  0.00
C  -0.899  -3.274  0.612  0.00
H  -2.462  -5.320  3.585  0.00
H  0.152  -1.915  3.064  0.00

Summary:
Electronic energy (eV): -65768.893
Expectation value of S²: 6.03
Max |F| (eV/A): 4.4
Multiplicity: 5
Charge: 0
Gap between HOMO and LUMO (spin up / spin down) (eV): 5.073 / 4.939